Record 1
Here is an isolated molecule of C7H10N2O2S2 in a non-equilibrium geometry from the OMol25 dataset. Energies are from ωB97M-V/def2-TZVPD.

Calculated values
E	-36161.1674	eV
2S+1	1
gap between HOMO and LUMO	7.97	eV
E_LUMO	-0.58	eV
SMILES	CCOC(=O)CSc1snnc1C
HOMO	-8.5486	eV

XYZ file:
```
23
C7H10N2O2S2, DFT ωB97M-V/def2-TZVPD
C -5.150 -0.230 -0.918
C -4.467 -0.453 0.383
O -3.212 -0.992 0.171
C -2.408 0.082 0.245
O -2.702 1.212 0.318
C -0.970 -0.373 -0.004
S 0.150 1.208 0.047
C 1.605 0.233 -0.133
S 1.835 -1.608 0.093
N 3.551 -1.431 -0.230
N 3.961 -0.130 -0.087
C 3.000 0.526 -0.201
C 3.309 2.001 -0.057
H -5.112 -1.126 -1.700
H -4.827 0.704 -1.333
H -6.268 0.100 -0.866
H -4.950 -1.185 0.871
H -4.657 0.438 0.956
H -0.785 -0.971 0.908
H -0.801 -1.062 -0.782
H 2.769 2.600 0.825
H 4.453 2.418 -0.138
H 2.845 2.662 -0.898
```


Record 2
Here is a structure of composition C5H7CeO4 in a non-equilibrium geometry from the OMol25 dataset. Energies are from ωB97M-V/def2-TZVPD.

Calculated values
E	-26394.8131	eV
2S+1	2
gap between HOMO and LUMO (alpha / beta)	4.28 / 4.92	eV
total charge	+2
E_LUMO (alpha / beta)	-11.26 / -10.68	eV
HOMO (alpha / beta)	-15.5414 / -15.5924	eV

XYZ file:
```
17
C5H7CeO4, DFT ωB97M-V/def2-TZVPD
O 3.389 -0.535 1.421
C 2.628 -0.907 0.483
O 1.654 0.198 0.322
O 2.543 -1.881 -0.203
Ce 2.989 1.458 2.104
C 0.413 0.741 -1.614
C 0.566 0.001 -0.486
H 1.165 1.492 -1.870
H -0.317 0.405 -2.352
O -3.060 -0.151 0.712
C -1.893 -0.547 0.020
C -0.874 0.581 0.127
H -3.610 -0.921 0.875
H -2.111 -0.748 -1.042
H -1.483 -1.466 0.475
H -0.642 0.756 1.190
H -1.357 1.523 -0.163
```


Record 3
Here is an isolated molecule of C24H27N5O3 from the OMol25 dataset. Energies are from ωB97M-V/def2-TZVPD.

Calculated values
E	-38921.3586	eV
2S+1	1
gap between HOMO and LUMO	9.00	eV
E_LUMO	0.63	eV
SMILES	O=C(Cn1cnc2ccccc2c1=O)NCCC(=O)N1CCN(Cc2ccccc2)CC1
HOMO	-8.3626	eV

XYZ file:
```
59
C24H27N5O3, DFT ωB97M-V/def2-TZVPD
O 0.272 0.968 2.017
C -0.926 0.803 1.883
C -1.576 -0.580 2.022
N -1.944 -1.078 0.710
C -1.070 -1.831 -0.012
N -1.269 -2.291 -1.185
C -2.463 -1.998 -1.792
C -2.719 -2.489 -3.076
C -3.912 -2.201 -3.697
C -4.875 -1.417 -3.060
C -4.638 -0.920 -1.800
C -3.436 -1.209 -1.151
C -3.155 -0.661 0.162
O -3.886 0.090 0.792
N -1.805 1.780 1.618
C -1.356 3.080 1.182
C -1.329 3.179 -0.355
C -0.730 1.916 -0.962
O -1.460 0.980 -1.256
N 0.599 1.870 -1.157
C 1.533 2.887 -0.710
C 2.973 2.411 -0.955
N 3.268 1.127 -0.361
C 3.580 1.197 1.062
C 4.084 -0.137 1.543
C 5.248 -0.675 1.009
C 5.712 -1.906 1.437
C 5.017 -2.611 2.405
C 3.854 -2.083 2.939
C 3.389 -0.852 2.507
C 2.216 0.141 -0.622
C 1.200 0.640 -1.642
H -2.484 -0.505 2.626
H -0.866 -1.269 2.483
H -0.127 -2.055 0.471
H -1.962 -3.089 -3.555
H -4.107 -2.580 -4.690
H -5.805 -1.198 -3.564
H -5.364 -0.306 -1.288
H -2.757 1.502 1.387
H -0.357 3.226 1.600
H -2.024 3.843 1.589
H -0.795 4.077 -0.661
H -2.357 3.230 -0.719
H 1.404 3.066 0.362
H 1.363 3.827 -1.248
H 3.158 2.343 -2.032
H 3.664 3.154 -0.551
H 4.364 1.949 1.193
H 2.704 1.486 1.663
H 5.782 -0.122 0.250
H 6.618 -2.317 1.016
H 5.380 -3.572 2.742
H 3.308 -2.632 3.693
H 2.478 -0.440 2.918
H 2.678 -0.785 -0.982
H 1.678 -0.082 0.307
H 0.400 -0.093 -1.766
H 1.665 0.812 -2.617
```


Record 4
Here is a structure of composition C32H37ClN2Si2Y in a non-equilibrium geometry from the OMol25 dataset. Energies are from ωB97M-V/def2-TZVPD.

Calculated values
E	-66077.4868	eV
2S+1	1
gap between HOMO and LUMO	4.77	eV
total charge	+1
E_LUMO	-5.44	eV
HOMO	-10.2062	eV

XYZ file:
```
75
C32H37ClN2Si2Y, DFT ωB97M-V/def2-TZVPD
C 3.629 0.950 2.865
C 2.980 1.812 1.932
C 2.051 2.624 2.656
H 3.230 1.909 0.879
C 2.098 2.233 4.032
C 3.069 1.198 4.156
H 3.405 0.744 5.084
H 4.483 0.305 2.656
H 1.473 3.452 2.250
H 1.537 2.688 4.846
Y 0.529 0.283 2.407
Si 1.789 -1.362 -2.192
C 1.140 -0.977 -3.864
C 0.337 -1.902 -4.543
H 0.082 -2.852 -4.060
C -0.143 -1.605 -5.824
H -0.773 -2.333 -6.347
C 0.174 -0.389 -6.436
H -0.203 -0.162 -7.429
C 0.986 0.525 -5.764
H 1.244 1.479 -6.233
C 1.481 0.229 -4.488
H 2.134 0.939 -3.974
C 0.868 -0.420 -0.862
C 1.226 0.911 -0.596
H 2.181 1.283 -0.989
C 0.372 1.964 -0.080
H 0.412 2.930 -0.615
C -0.353 1.997 1.140
H -0.815 2.940 1.455
C -0.786 -0.973 1.011
H -1.550 -1.693 1.355
C -0.184 -1.176 -0.252
H -0.530 -2.055 -0.809
H 3.186 -0.931 -2.122
Si -1.332 0.652 0.479
C -3.158 1.099 0.829
C -4.042 1.672 -0.086
H -3.756 1.829 -1.128
C -5.332 2.011 0.332
H -6.014 2.443 -0.395
C -5.715 1.795 1.658
H -6.712 2.084 1.988
C -4.815 1.221 2.566
H -5.095 1.044 3.600
C -3.529 0.877 2.154
H -2.810 0.459 2.871
C -1.768 0.676 -1.465
C -1.421 1.718 -2.323
H -0.897 2.616 -1.977
C -1.748 1.638 -3.680
H -1.433 2.454 -4.327
C -2.438 0.537 -4.169
H -2.680 0.476 -5.226
C -2.803 -0.500 -3.307
H -3.341 -1.376 -3.675
C -2.466 -0.434 -1.948
H -2.766 -1.253 -1.276
H 1.636 -2.642 -1.869
Cl -0.913 0.512 4.435
N 2.407 -1.406 1.543
C 2.123 -2.852 1.704
C 2.607 -3.391 3.044
C 2.639 -2.400 4.203
N 1.435 -1.529 4.262
H 3.341 -1.209 1.908
H 2.486 -1.192 0.548
H 1.041 -2.988 1.591
H 2.606 -3.405 0.884
H 1.974 -4.241 3.317
H 3.623 -3.787 2.920
H 2.730 -2.967 5.144
H 3.517 -1.748 4.138
H 1.461 -0.951 5.108
H 0.598 -2.104 4.379
```


Record 5
Here is a structure of composition C16H10BrF5OSm in a non-equilibrium geometry from the OMol25 dataset. Energies are from ωB97M-V/def2-TZVPD.

Calculated values
E	-120336.8060	eV
2S+1	6
gap between HOMO and LUMO (alpha / beta)	4.87 / 5.19	eV
total charge	-1
E_LUMO (alpha / beta)	1.71 / 2.02	eV
HOMO (alpha / beta)	-3.1609 / -3.1648	eV

XYZ file:
```
34
C16H10BrF5OSm, DFT ωB97M-V/def2-TZVPD
C -2.127 -0.776 -1.320
C -2.100 -1.332 -0.006
C -1.862 -0.250 0.903
H -2.401 -2.348 0.280
C -1.748 0.960 0.155
C -1.836 0.627 -1.236
H -1.759 1.336 -2.081
H -2.417 -1.298 -2.231
H -1.977 -0.325 1.978
H -1.747 1.974 0.556
Sm 0.438 -0.456 -0.354
Br 2.979 -1.342 -0.747
C 2.431 0.676 -3.944
C 1.364 1.490 -4.436
C 0.374 0.616 -4.999
H 1.314 2.582 -4.415
C 0.846 -0.728 -4.856
C 2.095 -0.684 -4.179
H 2.694 -1.544 -3.892
H 3.352 1.040 -3.492
H -0.567 0.926 -5.466
H 0.347 -1.621 -5.237
F 0.340 -1.267 6.831
C 0.577 -0.910 5.549
C 0.900 0.418 5.254
F 1.071 1.339 6.229
C 1.047 0.802 3.929
F 1.459 2.043 3.582
C 0.766 -0.100 2.886
O 0.732 0.309 1.639
C 0.632 -1.472 3.199
F 0.534 -2.386 2.159
C 0.577 -1.883 4.522
F 0.509 -3.202 4.846
```


Record 6
Here is a structure of composition C11H12BrN2O2OsS from the OMol25 dataset. Energies are from ωB97M-V/def2-TZVPD.

Calculated values
E	-101988.9618	eV
2S+1	1
gap between HOMO and LUMO (alpha / beta)	5.01 / 5.02	eV
total charge	+3
E_LUMO (alpha / beta)	-14.20 / -14.20	eV
HOMO (alpha / beta)	-19.2094 / -19.2168	eV

XYZ file:
```
30
C11H12BrN2O2OsS, DFT ωB97M-V/def2-TZVPD
Os -0.617 -0.344 0.215
C 0.237 -5.669 0.275
C 0.903 -4.344 0.056
C 2.270 -4.226 -0.229
C 2.828 -2.976 -0.420
C 2.055 -1.834 -0.329
Br 2.981 -0.259 -0.705
N 0.696 -1.881 -0.038
C 0.191 -3.169 0.128
H 0.957 -6.479 0.182
H -0.549 -5.830 -0.465
H -0.200 -5.719 1.274
H 2.892 -5.110 -0.309
H 3.880 -2.877 -0.651
H -0.856 -3.249 0.365
O -1.786 1.160 0.126
N -3.143 1.011 0.003
C -3.909 2.098 -0.066
C -5.287 1.921 -0.180
C -5.820 0.644 -0.219
C -4.972 -0.470 -0.143
C -3.613 -0.255 -0.031
S -2.413 -1.515 0.065
H -3.407 3.056 -0.026
H -5.916 2.800 -0.236
H -6.890 0.501 -0.308
H -5.357 -1.482 -0.172
O 0.697 1.234 0.504
H 0.325 2.131 0.586
H 1.640 1.222 0.757
```


> What is the 2S+1 in the fourth record?

1


> What is the 2S+1 in the first record?

1